# 1
Computed, not measured: C27H20BCl3F4GeN9O5Pd as an isolated structure, with ωB97M-V with the def2-TZVPD basis set.

XYZ file:
```
71
Properties=species:S:1:pos:R:3:forces:R:3
Pd -2.32867 0.21373 1.41519 -0.16 -0.59 -1.58
C 2.51720 2.18538 0.03436 -0.06 -0.24 -0.04
N 1.60680 1.30346 0.75446 0.33 0.24 -0.04
C 0.50758 0.70152 0.32119 0.15 -0.09 -0.09
N -0.02846 -0.00249 1.30144 -0.22 0.33 0.56
C 0.79851 0.25611 2.36494 -0.07 -0.19 0.09
N 1.81017 1.03081 2.07669 -0.22 -0.17 -0.36
C 3.23303 1.54564 -1.14133 -0.07 -0.06 0.03
C 4.10171 2.33850 -1.88595 0.05 0.07 -0.03
C 4.78010 1.81222 -2.97476 0.04 0.03 -0.04
C 4.58759 0.49156 -3.35506 0.06 0.02 -0.05
C 3.71794 -0.30147 -2.62060 -0.06 -0.08 0.06
C 3.05660 0.22183 -1.50886 0.00 -0.05 0.02
C 3.46928 -1.68901 -3.02219 0.00 -0.01 0.01
N 4.01746 -2.38165 -3.95484 -0.08 -0.35 -0.07
N 3.38658 -3.63435 -3.93781 0.23 0.28 -0.08
C 2.51375 -3.58668 -2.99594 -0.02 0.01 -0.01
O 2.51013 -2.38558 -2.36756 -0.21 0.09 0.25
C 1.53942 -4.59618 -2.57244 0.03 0.09 0.02
C 1.53671 -5.85932 -3.15637 0.03 -0.06 -0.07
C 0.57638 -6.78002 -2.77027 0.01 -0.01 0.01
C -0.38512 -6.44493 -1.82195 0.01 -0.11 0.00
C -0.38256 -5.18784 -1.23590 -0.09 0.17 0.00
C -1.42487 -4.81432 -0.19990 0.09 0.15 -0.09
N -1.88490 -3.43600 -0.34492 0.21 -0.41 -0.26
C -1.51078 -2.38134 0.35439 -0.04 -0.14 -0.20
N -2.09040 -1.29955 -0.15564 -0.68 -0.03 0.21
C -2.85956 -1.80197 -1.17933 0.17 0.16 0.03
N -2.73248 -3.08649 -1.34790 0.19 0.12 0.34
C 0.58986 -4.27155 -1.61032 0.05 0.04 0.02
H 3.23744 2.52243 0.77186 0.06 0.03 0.12
H 1.95680 3.05511 -0.30320 -0.06 0.08 -0.04
H 0.13578 0.76723 -0.68749 -0.04 0.09 0.02
H 0.63713 -0.15317 3.35155 -0.04 0.08 -0.10
H 4.25285 3.37845 -1.60849 -0.01 -0.09 -0.03
H 5.46069 2.44041 -3.53815 -0.06 -0.05 0.04
H 5.09876 0.07013 -4.21275 -0.04 0.05 0.06
H 2.41312 -0.43283 -0.93667 -0.01 0.04 -0.01
H 2.27841 -6.09983 -3.91076 -0.09 0.02 0.09
H 0.56645 -7.76598 -3.21832 0.00 0.05 0.01
H -1.13978 -7.17226 -1.53640 0.05 0.08 -0.05
H -1.02594 -4.90020 0.80834 -0.04 0.00 0.10
H -2.29616 -5.45640 -0.27579 -0.08 -0.04 0.02
H -0.86644 -2.41046 1.21611 -0.04 -0.02 -0.06
H -3.48439 -1.19593 -1.81636 0.03 -0.04 0.02
H 0.61472 -3.28538 -1.16123 -0.04 -0.02 -0.04
O -1.64121 2.03271 2.75533 -0.20 0.19 -0.21
C -1.57847 2.79474 1.76064 0.09 -0.27 -0.35
O -1.77516 2.37521 0.57683 0.13 0.99 0.23
C -1.25743 4.24770 1.96144 -0.01 -0.07 0.01
C -1.08497 5.08551 0.86507 0.00 0.10 -0.02
C -0.80446 6.43443 1.05060 0.00 -0.11 -0.08
C -0.70572 6.95221 2.33175 0.04 0.16 -0.08
C -0.88805 6.10196 3.40397 -0.03 0.03 0.25
C -1.16221 4.75868 3.24890 0.04 -0.07 0.09
N -0.78702 6.66204 4.77726 0.10 0.01 0.06
O -0.98147 5.90984 5.71072 -0.01 0.08 -0.21
O -0.50194 7.84095 4.88507 -0.09 -0.22 -0.09
H -1.18603 4.66698 -0.12871 0.01 0.01 0.05
H -0.66421 7.08405 0.19518 -0.03 -0.03 0.05
H -0.49411 7.99676 2.50904 0.00 -0.02 0.00
H -1.29931 4.11445 4.10458 -0.01 0.00 0.01
Cl -6.06303 0.11443 -0.59826 0.42 -0.29 -0.28
Ge -4.27079 1.08108 0.00207 0.40 0.66 1.81
Cl -4.46947 3.07975 -0.70932 0.16 -0.32 -0.29
Cl -4.50255 1.24954 2.19566 -0.32 -0.09 -0.07
F -2.43139 -1.40234 3.03701 -0.06 -0.35 0.02
B -3.42862 -2.45625 2.75404 -0.12 -0.02 0.22
F -2.69280 -3.61785 2.43281 -0.29 0.28 0.20
F -4.23789 -2.60088 3.85975 0.33 -0.03 -0.45
F -4.16009 -2.02706 1.61349 0.21 -0.11 0.34
```
Forces are in eV/Å.

Summary:
relative energy (zero: lowest compared OMol25 entry of this formula, charge and spin) = 63.4 kcal/mol
spin multiplicity = 2
total charge = 0
LUMO level (spin up / spin down) = -3.68 / -3.51 eV
<S²> = 0.773
HOMO-LUMO gap (spin up / spin down) = 0.2087 / 0.2131 Ha

=====

# 2
Computed, not measured: a single C3H5NS molecule, with ωB97M-V with the def2-TZVPD basis set.

XYZ file:
```
10
Properties=species:S:1:pos:R:3:forces:R:3
C -2.89415 -0.29038 -0.03958 -0.45 2.58 -0.02
C -1.72262 0.34572 -0.01880 0.53 -1.61 0.38
N -0.42533 -0.25241 0.06034 -0.79 3.05 -0.01
C 0.68938 0.53088 0.04675 -0.16 -0.16 -0.19
S 2.16790 -0.16462 -0.03086 0.08 0.52 0.13
H -3.81019 0.38206 -0.09939 1.23 -1.36 0.13
H -2.95761 -1.33642 0.06443 -0.32 -1.04 -0.11
H -1.64887 1.40580 0.00931 -0.07 0.70 -0.23
H -0.23263 -1.21661 0.11086 -0.20 -1.28 -0.06
H 0.50447 1.64857 0.05599 0.17 -1.39 -0.01
```
Forces are in eV/Å.

Summary:
relative energy (zero: lowest compared OMol25 entry of this formula, charge and spin) = 11.6 kcal/mol
SMILES = C=CNC=S
spin multiplicity = 1
total charge = 0
LUMO level = 0.41 eV
HOMO-LUMO gap = 0.3333 Ha

=====

# 3
Computed, not measured: C29H39CoN3Si as an isolated structure, with ωB97M-V with the def2-TZVPD basis set.

XYZ file:
```
73
Properties=species:S:1:pos:R:3:forces:R:3
Co -0.47475 -0.49722 0.45666 -0.44 0.00 0.09
C -0.53471 -0.93863 4.77412 0.00 0.00 0.03
C -0.55245 0.40039 5.14248 0.00 0.02 -0.03
C -0.59171 1.38551 4.16933 -0.01 -0.10 0.05
C -0.61588 1.01961 2.82428 -0.01 0.13 -0.17
C -0.59287 -0.32860 2.42950 0.05 -0.04 0.14
C -0.54772 -1.29505 3.43183 -0.01 0.06 -0.04
C -0.67629 2.02555 1.73787 0.05 -0.01 0.14
C -0.65601 3.42562 1.96855 -0.01 -0.08 -0.07
C -0.71718 4.28130 0.91466 0.00 0.00 -0.01
C -0.81520 3.78450 -0.40938 -0.02 0.10 -0.01
C -0.90633 4.62178 -1.54368 0.00 -0.05 0.03
C -1.01601 4.08151 -2.79399 0.00 -0.05 0.01
C -1.03045 2.68119 -2.95787 0.01 0.02 -0.03
C -0.92949 1.84640 -1.87780 0.02 0.03 0.00
C -0.82503 2.38955 -0.57832 0.00 -0.12 0.04
N -0.74536 1.54620 0.50204 0.03 0.07 -0.09
H -0.50647 -1.70368 5.53893 0.00 -0.02 0.01
H -0.53618 0.67682 6.18736 0.00 0.00 0.03
H -0.60887 2.42098 4.47971 0.00 0.03 -0.01
H -0.52152 -2.34853 3.17459 0.00 -0.03 0.00
H -0.58616 3.80323 2.97562 0.00 0.01 0.03
H -0.69660 5.35178 1.07605 0.00 0.02 -0.01
H -0.89234 5.69443 -1.40456 0.00 0.04 0.01
H -1.08873 4.72248 -3.66059 0.00 0.02 -0.02
H -1.11134 2.26110 -3.95179 0.00 0.01 -0.01
H -0.91318 0.76938 -2.01230 -0.02 0.01 0.03
C 2.54228 -1.61229 1.50020 0.04 -0.03 -0.02
Si 1.95846 -0.97906 -0.16094 0.23 -0.05 -0.25
C 1.75061 -2.39083 -1.42434 -0.01 -0.19 -0.05
C 3.09159 -2.79544 -2.05545 0.00 0.11 -0.02
C 1.19377 -3.60723 -0.66864 -0.03 0.08 0.12
C 0.76342 -2.01715 -2.53694 -0.05 0.04 0.04
C 3.00098 0.52640 -0.68118 0.11 0.09 0.07
C 4.48547 0.11921 -0.58965 -0.01 -0.04 0.02
C 2.78929 1.69555 0.29231 0.02 -0.05 -0.02
C 2.71803 1.00669 -2.10506 0.00 -0.05 -0.05
H 3.54593 -2.03071 1.37788 0.02 -0.03 0.04
H 1.89796 -2.39180 1.90000 -0.05 -0.06 -0.01
H 2.58812 -0.81718 2.24319 0.02 0.06 -0.01
H 3.86875 -2.97543 -1.31127 0.01 -0.02 0.05
H 3.45748 -2.04182 -2.75375 0.02 0.03 0.01
H 2.95972 -3.72335 -2.61801 -0.02 -0.03 -0.03
H 1.92689 -4.03421 0.01461 0.06 0.00 0.03
H 0.90881 -4.38947 -1.37717 0.00 -0.02 -0.04
H 0.30370 -3.36166 -0.07807 0.13 0.01 -0.04
H 1.07083 -1.12998 -3.09124 0.03 0.03 -0.01
H -0.24009 -1.83195 -2.14006 -0.02 0.02 0.01
H 0.67707 -2.83959 -3.25209 0.03 -0.04 -0.02
H 4.77508 -0.17296 0.42025 -0.02 -0.01 0.03
H 5.09690 0.98342 -0.86269 0.03 0.01 -0.02
H 4.74646 -0.69225 -1.26838 -0.02 -0.03 -0.02
H 2.93433 1.40681 1.33444 -0.01 -0.04 0.04
H 1.79978 2.13435 0.19336 -0.15 0.03 -0.01
H 3.51520 2.48251 0.07119 0.03 0.02 -0.01
H 2.93228 0.23823 -2.84947 0.00 -0.02 0.00
H 3.35834 1.86286 -2.33550 0.01 0.02 0.01
H 1.68540 1.32818 -2.23531 -0.09 0.02 0.00
C -5.70994 0.37930 -0.31199 0.00 -0.02 -0.01
C -4.51531 -0.50842 -0.28036 -0.04 -0.01 -0.01
C -4.39845 -1.88139 -0.18551 0.04 0.09 -0.03
C -3.02751 -2.15233 -0.20115 0.06 -0.05 -0.11
N -2.33361 -1.01586 -0.31246 0.07 0.12 0.17
N -3.26524 -0.02973 -0.33980 0.03 -0.07 -0.06
C -2.35673 -3.47944 -0.11340 -0.04 -0.05 -0.06
H -6.60418 -0.21099 -0.49271 -0.01 0.00 0.00
H -5.62817 1.12415 -1.10310 0.01 0.02 0.00
H -5.83226 0.89823 0.63890 0.00 0.01 0.01
H -5.19899 -2.59524 -0.12194 -0.05 -0.04 0.01
H -2.97335 0.92773 -0.45115 0.00 0.00 0.02
H -3.09180 -4.27379 -0.22301 0.00 0.00 0.02
H -1.86675 -3.61211 0.85267 0.01 0.01 0.01
H -1.61175 -3.59764 -0.90049 -0.08 0.01 0.03
```
Forces are in eV/Å.

Summary:
spin multiplicity = 5
total charge = +1
LUMO level (spin up / spin down) = -3.15 / -4.36 eV
<S²> = 6.009
HOMO-LUMO gap (spin up / spin down) = 0.2635 / 0.2545 Ha

=====

# 4
Computed, not measured: a 2-piece molecular cluster, C14H14O5 overall, with ωB97M-V with the def2-TZVPD basis set.

XYZ file:
```
33
Properties=species:S:1:pos:R:3:forces:R:3
O -0.17873 -2.39991 3.21965 -0.16 -0.32 -0.33
C -0.62316 -1.91983 2.18265 0.14 0.39 -0.16
C -2.05098 -2.07166 1.77650 0.75 -0.44 0.37
C -2.68721 -1.13784 1.06280 -0.44 -0.09 -0.07
C -4.12146 -1.37700 0.63570 -0.70 0.51 -0.05
C -4.90226 -0.10067 0.35095 0.74 0.60 -0.47
O -6.23526 -0.38512 -0.08689 0.02 -0.24 0.36
C -1.91463 0.09144 0.72220 0.77 0.32 -0.10
O -2.39290 1.22171 0.66238 -0.43 -0.40 -0.21
C -0.45578 -0.12757 0.49588 -1.83 -0.03 0.23
C 0.19959 0.65646 -0.42603 0.33 0.23 -0.09
C 1.55415 0.46392 -0.59150 -0.25 0.94 -0.79
C 2.20395 -0.48435 0.15526 1.94 -0.59 0.06
C 1.54662 -1.28862 1.05358 -0.01 -0.17 0.49
C 0.19129 -1.11331 1.23442 -0.42 -0.47 0.42
H -2.52464 -3.00211 2.08291 -0.13 0.21 0.14
H -4.15538 -1.97644 -0.28287 0.15 -0.02 0.10
H -4.67204 -1.93424 1.40219 0.23 -0.09 -0.02
H -4.87976 0.57556 1.21310 -0.20 -0.22 0.05
H -4.37533 0.44356 -0.44136 -0.11 -0.03 0.08
H -6.69253 0.45949 -0.08784 -0.08 -0.07 -0.08
H -0.33282 1.40568 -0.99783 -0.07 0.00 0.11
H 2.09389 1.08734 -1.29673 0.26 -0.18 0.10
H 3.28507 -0.60123 0.02831 -0.14 0.30 -0.29
H 2.09702 -2.02582 1.62630 -0.12 -0.01 0.03
O 4.94179 3.57386 -2.75744 0.04 0.21 0.29
C 5.05982 2.71489 -1.73052 -0.09 0.02 -0.59
C 4.94331 1.17223 -2.19427 0.10 0.03 0.53
O 5.00657 0.31208 -1.15814 -0.23 -0.36 -0.15
H 4.30223 2.81717 -0.91114 -0.25 -0.04 -0.13
H 6.02770 2.75464 -1.16785 0.17 -0.06 -0.18
H 5.73921 1.05895 -2.97087 0.19 0.01 0.15
H 4.00269 1.13675 -2.80349 -0.21 0.06 0.20
```
Forces are in eV/Å.

Summary:
spin multiplicity = 1
total charge = -2
LUMO level = 3.58 eV
HOMO-LUMO gap = 0.0723 Ha